1.
Entry from the Open Molecules 2025 dataset: C33H47BBaF6GeN11O2PSi3 as an isolated structure (ωB97M-V/def2-TZVPD).

Expectation value of S²: 0.75
LUMO energy (spin up / spin down) (eV): -3.219 / -5.315
Spin multiplicity: 2
Net charge: +1

Cartesian coordinates (Å):
Ba: -2.5511 -0.7261 0.9909
Ge: 2.3973 -0.3803 -0.8802
P: -5.4589 -1.4496 2.3682
Si: 4.7590 0.3702 -1.0509
Si: 3.0235 -2.6343 0.4268
Si: 1.2792 -1.3272 -2.8700
F: -4.7031 -2.1762 1.0537
F: -6.8493 -1.6353 1.6554
F: -6.0777 -0.6959 3.6063
F: -5.1720 -0.0413 1.5875
F: -3.9183 -1.2260 3.0781
F: -5.4994 -2.8690 3.0712
O: 1.7687 -0.5813 1.6656
O: 0.5138 -2.6839 3.8206
N: 0.1346 1.4714 0.1148
N: -2.6869 2.9151 0.6534
N: -0.5950 2.3589 -0.7200
N: -2.2839 0.1776 -1.5592
N: -2.8914 1.3864 -1.4321
N: -2.3400 3.8376 -1.6413
N: -2.9363 3.7833 -2.8530
N: -0.3365 -1.0179 2.5267
N: 0.2801 2.0706 1.4552
N: -1.6130 -3.3739 1.1913
N: -2.5737 1.9860 1.6264
C: -1.7972 -4.2899 3.3819
C: -2.9150 -5.3326 1.5376
C: -2.6278 -5.2880 2.8935
C: 0.2385 -2.8342 -2.4521
C: 0.3646 3.0505 3.9802
C: -2.1655 5.8721 -2.4879
C: 3.9469 -2.4929 2.0332
C: 4.1671 -3.2934 -0.8955
C: 5.7469 -0.5203 -2.3697
C: -1.8607 5.0879 -1.4066
C: -0.2864 -2.3160 2.9861
C: 0.2415 2.7662 -1.7514
C: 0.5044 1.6921 3.7559
C: 5.5755 0.2349 0.6352
C: -4.1730 1.3035 -1.8460
C: 0.1546 3.3895 1.6369
C: 4.7897 2.1863 -1.5408
C: 0.1943 -0.0662 -3.7219
C: 1.4745 2.2845 -1.6520
C: 1.5434 -3.7299 0.6352
C: -3.3432 3.9931 1.1411
C: -3.1622 2.4700 2.7118
C: 1.5589 1.4108 -0.4462
C: -1.3217 -3.3376 2.4959
C: -4.4301 0.0030 -2.2247
C: -2.8415 4.9981 -3.3613
C: -3.2148 -0.6601 -2.0122
C: -3.6612 3.7534 2.4613
C: -2.3855 -4.3502 0.7168
C: 0.1960 3.9132 2.9061
C: 2.6688 -1.7718 -4.0514
C: 0.4615 1.2066 2.4633
C: 0.6753 -0.2661 2.1745
B: -2.1347 2.5905 -0.7814
H: -3.0380 -6.0285 3.5662
H: 5.9670 -1.5650 -2.1720
H: -1.5187 -4.2393 4.4245
H: 0.8326 -3.7433 -2.3507
H: 5.8530 2.4481 -1.5230
H: 0.0826 4.9779 3.0443
H: 4.4395 2.3651 -2.5564
H: 4.8792 0.3675 1.4636
H: -0.0021 3.9601 0.7337
H: 4.8528 -1.8943 1.9982
H: -0.4653 -2.9855 -3.2748
H: -3.5446 -6.1068 1.1233
H: 6.0868 -0.7195 0.7665
H: -2.5763 -4.3470 -0.3497
H: 6.3319 1.0206 0.7048
H: -0.6179 0.3030 -3.1003
H: 1.9664 -4.7400 0.5688
H: 5.1120 -2.7576 -0.9219
H: -0.1605 3.3997 -2.5250
H: 0.7512 -3.6553 -0.1080
H: -3.5538 4.8391 0.5105
H: 0.3806 3.4347 4.9909
H: 3.2489 -0.8878 -4.3165
H: 3.3559 -2.5344 -3.6901
H: 0.7494 0.7761 -4.1282
H: 6.7022 0.0089 -2.4408
H: 1.1260 -3.6171 1.6287
H: -0.3476 -2.7000 -1.5390
H: -5.3444 -0.4126 -2.6089
H: 3.7434 -3.3190 -1.8972
H: 0.6294 0.9913 4.5696
H: -3.2176 1.8658 3.6044
H: -2.9641 -1.7040 -2.1436
H: 5.2714 -0.4550 -3.3469
H: -4.2038 4.4037 3.1239
H: 3.3058 -2.1634 2.8474
H: 4.3830 -4.3267 -0.6016
H: -0.2425 -0.6203 -4.5612
H: -1.9389 6.9145 -2.6270
H: 4.2507 -3.5292 2.2324
H: 2.2125 -2.1432 -4.9736
H: -1.3413 5.3317 -0.4943
H: 2.2761 2.5122 -2.3266
H: 4.2737 2.8665 -0.8657
H: 2.2248 1.8327 0.3099
H: -4.8015 2.1769 -1.8667
H: -3.2615 5.2028 -4.3323


2.
Entry from the Open Molecules 2025 dataset: C33H47ClIrN6O7P2 as an isolated structure at a distorted geometry (ωB97M-V/def2-TZVPD).

LUMO energy (spin up / spin down) (eV): -4.244 / -4.394
Spin multiplicity: 1
Net charge: +1

Cartesian coordinates (Å):
Ir: -1.3401 -1.3329 0.1757
Cl: 1.9762 5.5091 2.3407
P: -0.8763 1.9032 -0.1439
P: -3.3127 0.8188 -1.5063
O: 5.3109 -1.1042 -0.2647
O: -1.0329 0.7525 0.8416
O: -3.7739 1.1709 -2.8725
O: 0.0154 1.8056 -1.3332
O: -2.3285 -0.3411 -1.3797
O: -0.4348 3.1881 0.7045
O: -4.5163 0.5934 -0.4993
N: -3.0101 -2.2482 1.2141
N: 0.8060 -1.2448 0.5899
N: 2.7305 -0.2874 0.4329
N: 2.8115 -1.0840 1.5223
N: -2.1419 3.0900 -2.1647
N: -0.7838 -3.3123 0.3765
C: 3.6857 -1.4924 -2.4571
C: 5.1911 3.4852 1.1136
C: -5.0957 -3.3394 -0.5220
C: 5.6546 -0.2531 -3.2768
C: 3.8963 4.0126 -0.8219
C: -5.7393 -4.6600 -0.0861
C: -3.4569 -0.0305 2.9765
C: -6.6065 -1.6699 0.5679
C: 1.5328 -0.3869 -0.1188
C: 0.2240 -5.2783 0.7603
C: 2.9719 4.6832 -0.0324
C: 5.9568 2.5801 -1.1157
C: -4.3152 -1.6845 1.2665
C: 4.8937 0.1172 -0.8720
C: 3.1567 4.7246 1.3379
C: 6.0935 1.0921 -0.7373
C: 4.2772 4.1486 1.9166
C: -6.8637 -0.6082 1.4185
C: 4.9982 3.3759 -0.2614
C: -4.5518 -0.5842 2.1017
C: -3.4032 3.2370 -0.0040
C: 0.3132 -4.0480 0.1135
C: -0.9891 -5.2872 1.4543
C: -5.8348 -0.0676 2.1742
C: -5.3326 -2.2208 0.4670
C: 3.8000 0.6374 0.0769
C: 4.4321 -0.1495 -2.3524
C: 3.5079 0.9406 -2.9125
C: -2.8001 -3.4796 1.5422
C: -1.5915 -4.0587 1.1956
C: -2.5078 2.3737 -0.8740
C: -3.3454 -0.8085 4.2933
C: 1.6407 -1.6505 1.5915
H: 2.5820 1.0505 -2.3453
H: -6.0327 0.7729 2.8297
H: -5.3541 0.5013 -0.9719
H: -5.2855 -5.0436 0.8297
H: 4.2933 0.8695 1.0169
H: 1.3639 -2.3659 2.3475
H: 1.1028 -3.7001 -0.5334
H: 3.9956 1.9127 -2.9564
H: -2.5051 -0.0676 2.4504
H: -2.7518 2.6609 -2.8967
H: -7.4023 -2.0791 -0.0443
H: -2.8843 4.1510 0.2887
H: 4.4295 4.2189 2.9852
H: -7.8637 -0.1987 1.4847
H: 3.3367 1.5349 -0.3193
H: 6.1674 0.7023 -3.3898
H: 5.3272 -0.5685 -4.2684
H: -0.6659 3.1260 1.6395
H: 6.9535 3.0165 -1.0096
H: 3.2310 0.6685 -3.9327
H: 6.0696 3.0435 1.5709
H: 3.7457 3.9813 -1.8947
H: -2.2468 4.0999 -2.1043
H: -5.5268 -3.0403 -1.4798
H: 6.3730 -0.9974 -2.9230
H: 1.1884 0.1711 -0.9751
H: -1.3947 -6.0727 2.0721
H: 5.6811 2.6832 -2.1643
H: -6.8050 -4.5274 0.1006
H: 6.9173 0.6841 -1.3245
H: -1.1530 2.8327 -2.3450
H: 2.7332 -1.4791 -1.9292
H: 0.9663 -6.0580 0.7239
H: -5.6186 -5.4161 -0.8616
H: 3.4771 -1.6974 -3.5086
H: -3.1279 -1.8613 4.1061
H: -3.6803 2.6869 0.8945
H: -3.5665 -4.0473 2.0622
H: 4.2791 -2.3141 -2.0620
H: -4.2791 -0.7437 4.8524
H: -4.0295 -3.4920 -0.6879
H: -3.6786 1.0156 3.2012
H: -2.5460 -0.4014 4.9134
H: -4.3243 3.4990 -0.5277
H: 2.1090 5.1616 -0.4752
H: 6.4014 1.0231 0.3089
H: 6.1063 -1.4234 -0.7056


3.
Entry from the Open Molecules 2025 dataset: C33H48As3BrN3O2Ti as an isolated structure (ωB97M-V/def2-TZVPD).

LUMO energy (eV): 2.582
Spin multiplicity: 1
Net charge: -1

Cartesian coordinates (Å):
Br: 3.0982 0.4370 -0.2223
As: 0.2374 2.6164 1.3928
As: -2.5359 2.4527 -2.5830
As: 1.1149 -0.3797 2.6200
Ti: 0.4833 -0.5340 -0.0313
O: -1.1904 -1.4088 -5.2200
O: 0.3185 0.4483 -1.7721
N: 0.5568 -1.5776 -2.9526
N: 0.6457 -2.0010 -1.6371
N: -1.1035 -0.7721 0.4718
C: 0.4282 1.0188 3.8161
C: 1.6119 -2.4973 0.3375
C: -3.5205 2.9750 -0.9562
C: 1.6883 -2.5293 -1.1127
C: 2.0475 3.3536 1.5617
C: 2.9630 -0.4513 3.2337
C: -3.4660 3.6925 -3.8015
C: 0.6063 1.6367 -4.3008
C: -0.6124 -0.1751 -5.2934
C: -0.0478 0.4236 -4.1643
C: -0.6018 0.4827 -6.5158
C: 3.2320 -6.4920 -0.8102
C: -0.9877 3.6193 -2.2704
C: 2.5375 -5.3538 -0.4294
C: -0.1690 -0.2603 -2.8211
C: -2.4567 -1.0108 0.8859
C: -0.0093 2.2445 3.3117
C: 4.0126 -5.0814 1.4351
C: -0.5813 3.1674 4.1893
C: 0.6410 2.2939 -5.5241
C: -0.6922 2.8962 5.5439
C: -3.3955 -0.7543 -0.2989
C: -0.6974 4.3421 1.3151
C: 2.9254 -4.6153 0.6904
C: 0.3335 0.7630 5.1844
C: -0.2189 1.6927 6.0490
C: 2.2262 -3.3887 1.1196
C: 0.3753 -1.9241 3.5755
C: 0.0164 1.7200 -6.6247
C: 4.3241 -6.9283 -0.0732
C: 4.7088 -6.2178 1.0568
C: -2.6100 -2.4663 1.3363
C: -2.8233 -0.0684 2.0366
H: -0.2883 1.4711 7.1071
H: -4.4413 -0.9071 -0.0110
H: -1.1441 3.6288 6.2018
H: -0.9498 4.1158 3.8229
H: -4.4958 3.3642 -3.9443
H: 5.5565 -6.5512 1.6433
H: 1.6629 -5.0415 -0.9864
H: -4.5227 2.5458 -0.9796
H: 4.8640 -7.8190 -0.3692
H: -1.2235 -0.5445 -2.6583
H: -1.0674 0.0054 -7.3688
H: 3.4685 0.4647 2.9352
H: 2.2726 -3.2292 2.1953
H: 2.9106 -7.0501 -1.6813
H: -3.2738 0.2628 -0.6687
H: 3.0018 -0.5815 4.3162
H: 1.1499 3.2451 -5.6183
H: -0.8226 -1.8490 -4.4315
H: -0.3088 5.0516 2.0458
H: -1.9806 -2.6636 2.2036
H: 2.5900 -2.7639 -1.6914
H: -1.2974 4.5249 -1.7461
H: -3.6489 -2.6931 1.5945
H: -0.2424 3.0693 -1.6967
H: 1.0166 -2.2267 4.4034
H: -2.7141 0.9715 1.7195
H: -3.4620 4.7131 -3.4141
H: 4.3192 -4.5280 2.3158
H: -1.7697 4.2083 1.4544
H: 2.7581 2.5330 1.6348
H: 0.2792 -2.7383 2.8638
H: -0.6173 -1.6727 3.9487
H: 0.6813 -0.1811 5.5862
H: 2.2731 3.9017 0.6460
H: 2.1116 4.0194 2.4233
H: -3.8557 -0.2254 2.3641
H: -3.5909 4.0609 -0.8698
H: -3.1589 -1.4341 -1.1199
H: -2.9593 3.6701 -4.7664
H: -2.9963 2.5771 -0.0867
H: -0.5232 4.7420 0.3174
H: 1.0691 2.0500 -3.4136
H: -2.1618 -0.2264 2.8925
H: 3.4510 -1.2804 2.7242
H: 1.4954 -1.3712 -3.3025
H: 0.0254 2.2283 -7.5815
H: -0.5617 3.8964 -3.2332
H: -2.2925 -3.1318 0.5316


4.
Entry from the Open Molecules 2025 dataset: a 4-piece molecular cluster, C33H48BN3O6S overall (ωB97M-V/def2-TZVPD).

LUMO energy (eV): -0.971
Structure (SMILES): O=[N+]([O-])c1ccccc1.O=[N+]([O-])c1ccccc1.O=[N+]([O-])c1ccccc1.CCCCCCCCCCCCCCCBS
Spin multiplicity: 1
Net charge: 0

Cartesian coordinates (Å):
S: -3.6913 3.3415 5.6525
O: 13.0749 -3.5851 -2.4607
O: 9.1444 3.1021 -0.9927
O: 12.4684 -4.1066 -0.4651
O: 1.1207 0.1512 2.5651
O: 7.2748 2.2237 -1.5775
O: 3.1349 0.7941 2.9612
N: 2.2453 0.4450 2.2142
N: 12.3853 -3.4357 -1.4732
N: 7.9358 3.0336 -0.9495
C: 4.0882 0.6441 -1.0188
C: 9.5078 -0.3500 -1.5420
C: 7.2203 3.9835 -0.0801
C: 11.2447 -1.5981 -2.6459
C: 1.8146 -0.0195 -1.4576
C: 10.2995 -0.5851 -2.6588
C: 5.8999 5.7318 1.5650
C: 7.2831 5.7948 1.4576
C: -4.7620 -1.5312 -1.3830
C: -6.7405 -1.9393 -2.9351
C: -6.0647 -0.9775 -1.9530
C: 11.3738 -2.3611 -1.4998
C: 10.5968 -2.1527 -0.3754
C: -9.1812 -2.7494 -2.6419
C: -2.2508 -0.3833 1.3825
C: -10.4875 -2.8892 -3.4487
C: -11.8223 -3.8615 -1.4945
C: -2.8898 0.5077 2.4517
C: 7.9588 4.9138 0.6290
C: 3.8193 0.6900 0.3397
C: 5.8427 3.9051 0.0036
C: 1.5312 0.0208 -0.1009
C: 9.6574 -1.1342 -0.4054
C: -3.2667 -1.2750 0.6637
C: 5.1815 4.7909 0.8393
C: -4.0391 -0.5587 -0.4462
C: -11.7644 -2.8195 -2.6105
C: -8.2374 -1.6496 -3.1572
C: -2.4365 0.6989 5.5573
C: -1.3477 0.9683 4.4829
C: 2.5432 0.3802 0.7706
C: -1.8727 1.4465 3.1238
C: 3.0875 0.2942 -1.9165
B: -2.6747 2.0074 6.3717
H: -12.6182 -2.9795 -3.2741
H: -3.9723 -1.6865 1.3922
H: 4.1045 4.7420 0.9240
H: -10.5233 -2.0846 -4.1887
H: 3.3011 0.2665 -2.9768
H: 0.5491 -0.2179 0.2804
H: -2.3035 2.4406 3.2401
H: -8.6331 -3.6935 -2.6936
H: -11.8704 -1.8151 -2.1914
H: -6.2154 -1.8721 -3.8908
H: 5.0819 0.8841 -1.3751
H: -3.4072 -0.1247 3.1755
H: 5.3794 6.4187 2.2189
H: -9.4036 -2.5906 -1.5843
H: -1.7722 0.2708 0.6456
H: -5.8441 -0.0396 -2.4741
H: -1.4830 -1.0043 1.8531
H: 1.0363 -0.2945 -2.1565
H: -2.9298 4.3664 6.0614
H: -3.3702 0.3659 5.0959
H: 9.0335 4.9399 0.5311
H: -8.4891 -0.6999 -2.6763
H: -3.3246 0.0354 -1.0242
H: 10.7314 -2.7759 0.4957
H: -0.7216 0.0856 4.3565
H: -6.6068 -2.9603 -2.5662
H: -6.7517 -0.7393 -1.1345
H: -4.1114 -1.7963 -2.2229
H: 8.7772 0.4480 -1.5623
H: 9.0410 -0.9524 0.4651
H: -11.5267 -4.8473 -1.8582
H: -10.4808 -3.8233 -4.0158
H: 4.5872 0.9579 1.0508
H: 7.8398 6.5296 2.0227
H: -2.7399 -2.1233 0.2145
H: -4.9826 -2.4679 -0.8600
H: -2.1104 -0.1014 6.2238
H: -3.6613 1.1120 1.9651
H: -2.2367 2.1785 7.4670
H: -0.6756 1.7502 4.8570
H: -11.1982 -3.5895 -0.6433
H: 10.1823 0.0269 -3.5430
H: -8.4275 -1.5135 -4.2242
H: -12.8402 -3.9505 -1.1098
H: -4.7675 0.1340 -0.0156
H: -1.0155 1.5105 2.4497
H: 5.2908 3.1726 -0.5654
H: 11.8732 -1.7991 -3.5003


| no. | molar mass (g/mol) |
| --- | --- |
| 1 | 1079.78 |
| 2 | 929.39 |
| 3 | 871.30 |
| 4 | 625.64 |